{
  "formula": "C16H42O2Si2",
  "method": "ωB97M-V/def2-TZVPD",
  "multiplicity": 1,
  "e_lumo_ev": 0.7,
  "total_charge": 0,
  "homo_ha": -0.3752,
  "symbols": ["O", "C", "C", "C", "C", "Si", "O", "Si", "H", "H", "H", "H", "H", "H", "H", "H", "H", "H", "H", "H", "H", "H", "C", "C", "C", "C", "C", "C", "H", "H", "H", "H", "H", "H", "H", "H", "H", "H", "H", "H", "H", "H", "C", "C", "C", "C", "C", "C", "H", "H", "H", "H", "H", "H", "H", "H", "H", "H", "H", "H", "H", "H"],
  "coordinates": [[0.04001, -2.67961, 1.92489], [-1.19219, -2.05953, 1.56236], [-1.01409, -1.11024, 0.38889], [-2.31215, -0.42277, -0.03163], [-2.79246, 0.65936, 0.95842], [-4.21379, 0.21244, 2.07565], [-5.57742, -0.06162, 1.18097], [-6.23023, -1.35536, 0.40545], [0.40471, -2.21457, 2.68808], [-1.63241, -1.54147, 2.42187], [-1.88716, -2.86238, 1.29354], [-0.60909, -1.67615, -0.45412], [-0.26802, -0.34959, 0.64927], [-3.08823, -1.18720, -0.18158], [-2.16243, 0.02863, -1.01521], [-3.10615, 1.56454, 0.42532], [-1.95836, 0.97643, 1.60074], [-4.48171, 1.31564, 3.02144], [-3.90523, -1.01909, 2.84520], [-5.71876, -2.61055, 1.00244], [-7.69873, -1.30446, 0.54068], [-5.87369, -1.34046, -1.02889], [3.86985, -0.09377, -4.80553], [2.80720, -1.06186, -5.31135], [1.46778, -0.39271, -5.61836], [0.80618, 0.29520, -4.42182], [0.56519, -0.61198, -3.21569], [-0.36013, -1.78526, -3.51456], [3.57534, 0.37161, -3.86327], [4.82056, -0.60077, -4.63614], [4.04262, 0.70701, -5.52868], [2.66280, -1.86039, -4.57765], [3.16695, -1.55257, -6.21953], [0.78566, -1.13854, -6.03513], [1.61644, 0.35203, -6.40700], [-0.15228, 0.71249, -4.74760], [1.41381, 1.14847, -4.10863], [0.13187, -0.01084, -2.41056], [1.51887, -0.98428, -2.83056], [-1.32944, -1.43201, -3.87545], [-0.53539, -2.38884, -2.62284], [0.05237, -2.44953, -4.27577], [1.31617, -0.57663, 4.33448], [0.64427, 0.43792, 3.41596], [1.56456, 0.98308, 2.32523], [2.79630, 1.73054, 2.84058], [2.48868, 2.90713, 3.76643], [1.64083, 3.99108, 3.11174], [2.14437, -0.13037, 4.88665], [0.61501, -0.98010, 5.06662], [1.73258, -1.41492, 3.76680], [0.23937, 1.25928, 4.01419], [-0.22106, -0.02152, 2.92835], [0.98506, 1.64027, 1.66990], [1.89724, 0.15099, 1.69553], [3.36278, 2.09648, 1.97836], [3.45863, 1.03218, 3.35919], [3.43392, 3.34032, 4.10326], [1.98692, 2.54789, 4.67006], [2.12841, 4.37654, 2.21311], [1.47765, 4.83050, 3.78861], [0.65967, 3.61392, 2.81726]],
  "forces_ev_per_a": [[-0.04, 0.13, 0.18], [0.02, -0.09, 0.01], [-0.04, 0.03, -0.01], [-0.11, -0.02, -0.07], [0.07, 0.13, 0.12], [-0.01, -0.06, -0.06], [0.14, -0.09, 0.05], [-0.08, -0.02, 0.01], [-0.09, -0.11, -0.24], [0.03, -0.05, -0.04], [0.02, 0.07, -0.03], [0.02, -0.01, 0.07], [-0.04, -0.07, -0.05], [0.06, 0.03, -0.02], [0.01, -0.01, 0.03], [0.04, -0.06, 0.00], [-0.04, 0.02, -0.07], [-0.05, 0.01, -0.04], [-0.04, 0.01, -0.01], [0.01, 0.02, 0.01], [0.02, 0.01, 0.00], [0.02, 0.05, 0.01], [0.01, 0.02, 0.01], [-0.01, -0.02, 0.01], [0.00, 0.01, 0.00], [0.01, 0.00, 0.00], [-0.02, 0.01, 0.01], [-0.03, -0.03, 0.01], [0.00, -0.01, 0.00], [0.00, 0.00, -0.01], [0.00, 0.00, 0.01], [-0.01, 0.00, -0.01], [0.01, 0.01, 0.00], [-0.01, 0.00, 0.01], [0.00, -0.01, 0.00], [0.00, 0.00, 0.01], [0.00, 0.00, -0.01], [0.01, -0.01, 0.01], [0.00, 0.01, 0.00], [0.00, -0.01, -0.01], [-0.01, 0.00, -0.01], [0.02, 0.02, 0.00], [-0.01, 0.01, 0.03], [-0.05, 0.02, -0.05], [0.03, 0.00, 0.00], [0.00, 0.01, -0.01], [0.00, -0.02, 0.02], [-0.01, 0.01, -0.02], [-0.01, -0.01, 0.00], [0.00, 0.00, -0.01], [0.09, 0.05, 0.04], [0.02, 0.01, 0.00], [0.04, 0.03, 0.09], [0.01, 0.01, 0.00], [0.00, 0.00, 0.01], [0.00, 0.00, 0.01], [0.00, -0.01, 0.00], [-0.01, 0.01, 0.00], [0.01, -0.01, 0.00], [-0.01, -0.01, 0.00], [0.01, 0.00, 0.00], [0.00, 0.00, 0.01]]
}

{
  "formula": "C15H54O17P2",
  "method": "ωB97M-V/def2-TZVPD",
  "multiplicity": 1,
  "e_lumo_ev": 0.2,
  "total_charge": 0,
  "homo_ha": -0.3557,
  "symbols": ["C", "O", "P", "O", "O", "C", "O", "C", "H", "H", "H", "H", "H", "H", "H", "H", "H", "C", "O", "P", "O", "O", "C", "O", "C", "H", "H", "H", "H", "H", "H", "H", "H", "H", "C", "O", "H", "H", "H", "H", "C", "O", "H", "H", "H", "H", "C", "O", "H", "H", "H", "H", "C", "O", "H", "H", "H", "H", "C", "O", "H", "H", "H", "H", "C", "O", "H", "H", "H", "H", "C", "O", "H", "H", "H", "H", "C", "O", "H", "H", "H", "H", "C", "O", "H", "H", "H", "H"],
  "coordinates": [[0.48060, -3.93035, 3.58974], [1.05948, -5.10440, 3.14714], [2.48324, -5.54938, 3.81222], [3.19837, -6.65811, 3.17428], [3.35475, -4.15222, 3.92354], [4.74504, -4.30224, 4.08256], [2.06058, -5.80121, 5.37278], [2.82602, -6.46256, 6.32856], [0.81258, -3.43944, 4.50455], [-0.52243, -4.23307, 3.89043], [0.25174, -3.21068, 2.80373], [5.15324, -3.30992, 4.27431], [5.21912, -4.71049, 3.18999], [4.99593, -5.00195, 4.87978], [3.74809, -6.88709, 5.93150], [2.23226, -7.21203, 6.85190], [3.17059, -5.77385, 7.09994], [8.49075, -0.74208, 0.15194], [7.16840, -0.25126, 0.56463], [6.62929, 1.25696, 0.47137], [6.88678, 1.95334, -0.80537], [5.14397, 1.10603, 0.98387], [4.06433, 1.74579, 0.31521], [7.45226, 1.86367, 1.74207], [7.15585, 1.41288, 3.13182], [9.00540, -1.35083, 0.89536], [9.18303, 0.08667, 0.00354], [8.42781, -1.33846, -0.75826], [4.13235, 2.83016, 0.40255], [3.12548, 1.41847, 0.76188], [3.98697, 1.44341, -0.72915], [7.11005, 2.29182, 3.77485], [7.94195, 0.76046, 3.51194], [6.22317, 0.85478, 3.21375], [-2.40304, -4.53577, -0.99883], [-3.37702, -4.49417, -2.03581], [-1.67654, -3.72335, -0.98229], [-2.93481, -4.50320, -0.04790], [-1.87115, -5.48357, -1.08168], [-3.35879, -5.31022, -2.54114], [1.94937, 2.27543, -5.61065], [2.36552, 1.02601, -6.06399], [1.39231, 2.71969, -6.43552], [1.27870, 1.94419, -4.81782], [2.78246, 2.85960, -5.21971], [1.62022, 0.45381, -6.26075], [-0.36938, 6.94864, 0.70516], [0.28860, 6.66825, 1.93218], [0.27190, 6.69097, -0.13773], [-1.17648, 6.21668, 0.67468], [-0.71849, 7.98073, 0.67334], [1.19797, 6.97016, 1.87306], [-2.87120, 0.81236, -0.93529], [-1.75817, 1.58509, -1.21782], [-3.72946, 1.42669, -0.66305], [-3.24656, 0.30003, -1.82113], [-2.70996, 0.08526, -0.13942], [-2.08668, 2.32457, -1.73439], [-6.48908, -1.77311, 1.36700], [-7.23822, -2.28244, 2.46116], [-5.86151, -2.62646, 1.10999], [-7.11967, -1.58139, 0.49884], [-5.96418, -0.87170, 1.68329], [-6.65990, -2.32000, 3.22649], [-3.87940, 4.61226, 3.52864], [-2.88871, 5.36380, 4.17774], [-4.39178, 5.34352, 2.90350], [-3.51194, 3.93111, 2.76110], [-4.58844, 4.12803, 4.20011], [-2.26883, 5.60495, 3.48550], [-1.09595, -2.33980, -5.34114], [-0.54458, -1.67246, -6.50802], [-2.04318, -1.90176, -5.02651], [-1.22463, -3.41162, -5.49188], [-0.41189, -2.26606, -4.49572], [-0.92437, -2.09217, -7.28339], [-8.75214, 2.47197, -3.10023], [-7.64683, 1.53958, -3.04982], [-9.06515, 2.71053, -4.11669], [-9.56789, 1.99107, -2.56042], [-8.50390, 3.41318, -2.60972], [-7.87090, 0.77005, -3.57823], [-2.94152, 3.43807, -5.20504], [-2.48262, 4.16869, -4.05469], [-3.98238, 3.12438, -5.12566], [-2.88085, 4.20642, -5.97579], [-2.31113, 2.63542, -5.58774], [-3.14477, 4.84521, -3.89515]],
  "forces_ev_per_a": [[-3.22, 1.17, 0.92], [3.54, -1.26, 0.55], [-0.14, 0.84, 1.05], [-0.49, 0.48, 0.15], [-1.91, -1.29, -0.51], [0.99, -0.16, -0.18], [-0.77, 0.72, -2.14], [1.13, -0.28, 1.00], [1.01, -0.19, -0.31], [-0.34, -0.03, 0.10], [0.87, 0.00, -0.24], [-0.04, -0.14, 0.14], [-0.15, 0.09, -0.19], [-0.03, 0.20, 0.29], [-0.23, -0.38, -0.29], [-0.03, -0.15, -0.36], [-0.19, 0.38, -0.01], [-0.10, 0.99, -0.07], [0.20, -1.02, -0.38], [2.43, -0.32, 0.47], [-0.49, -0.35, 1.24], [0.29, -0.26, -0.02], [-0.84, 0.14, -0.45], [-1.12, -0.10, 0.66], [0.16, 0.17, -0.88], [-0.83, -0.08, 0.50], [-0.25, 0.21, -0.30], [-0.35, 0.25, 0.01], [0.11, -0.07, -0.09], [0.26, -0.04, 0.37], [0.40, 0.15, -0.05], [-0.02, 0.06, -0.29], [0.22, 0.08, -0.40], [-0.07, 0.20, -0.31], [-0.35, -0.89, 0.20], [0.05, 0.65, -0.27], [-0.17, 0.18, -0.58], [0.09, -0.09, 0.15], [0.26, 0.08, 0.35], [0.13, 0.08, 0.14], [-1.44, -1.10, 0.29], [1.97, -1.40, -0.97], [0.05, 0.91, 0.32], [-0.40, 1.44, 0.57], [-0.10, -0.08, -0.29], [-0.14, 0.17, 0.08], [0.18, -0.83, 0.26], [0.20, 0.06, 0.22], [0.04, 0.34, -0.18], [-0.36, 0.40, -0.16], [-0.12, -0.06, -0.21], [0.00, 0.06, 0.08], [-1.63, -0.42, -0.19], [0.80, 0.43, 0.07], [-0.08, 0.19, 0.49], [0.23, -0.50, -0.18], [0.36, 0.13, -0.08], [0.32, 0.21, -0.19], [0.17, -0.98, 0.41], [-0.98, 0.31, 0.25], [0.80, 0.57, -0.56], [-0.26, 0.14, 0.35], [0.28, -0.03, -0.43], [-0.01, 0.00, -0.04], [-0.68, 0.90, -1.42], [0.61, -0.49, 0.60], [-0.95, -0.07, 0.02], [0.40, -0.63, 0.45], [0.38, 0.10, 0.14], [0.31, 0.20, 0.20], [0.29, 0.10, -0.22], [-0.25, -0.44, 0.97], [-0.08, 0.05, -0.17], [-0.12, -0.01, -0.28], [0.22, 0.35, -0.25], [-0.01, 0.04, -0.02], [0.10, -0.97, 0.19], [-0.03, 0.97, -0.10], [0.06, -0.12, -0.12], [-0.35, 0.37, -0.04], [0.36, -0.29, 0.09], [-0.11, 0.04, -0.02], [-0.17, 1.74, -0.85], [0.19, -1.22, 0.42], [0.08, -0.27, 0.21], [-0.38, -0.29, -0.70], [0.25, -0.06, 0.98], [0.03, 0.03, 0.04]]
}

{
  "formula": "C2H6ClN2",
  "method": "ωB97M-V/def2-TZVPD",
  "multiplicity": 1,
  "e_lumo_ev": [-7.6, -7.6],
  "total_charge": 1,
  "homo_ha": [-0.5451, -0.5451],
  "symbols": ["C", "C", "N", "N", "Cl", "H", "H", "H", "H", "H", "H"],
  "coordinates": [[-0.14246, 0.74502, -0.19314], [0.49671, -1.47094, -0.03628], [-0.49843, 1.90282, 0.15787], [0.81145, -0.06355, -0.20393], [-2.49946, -0.66383, -0.06332], [1.10598, -2.11637, -0.84105], [-0.58320, -1.51366, -0.10642], [0.85291, -1.87981, 0.96166], [0.14312, 2.58226, 0.72373], [-1.44405, 2.27942, -0.10681], [1.75741, 0.19863, -0.29231]],
  "forces_ev_per_a": [[-3.00, -0.68, 0.89], [2.51, -3.39, -0.38], [0.03, 3.20, 0.77], [-0.92, -1.04, 0.11], [1.89, 1.70, -0.33], [-1.56, 1.62, 1.58], [0.24, -0.69, -0.15], [-0.51, 0.85, -1.02], [-1.37, -1.66, -1.18], [1.25, -0.58, 0.21], [1.44, 0.68, -0.50]]
}

{
  "formula": "C11H12F3HgN2O3",
  "method": "ωB97M-V/def2-TZVPD",
  "multiplicity": 2,
  "e_lumo_ev": [0.0, -0.7],
  "total_charge": 0,
  "homo_ha": [-0.2564, -0.3270],
  "symbols": ["Hg", "C", "O", "C", "O", "N", "N", "H", "H", "H", "H", "H", "H", "O", "H", "H", "F", "C", "F", "F", "C", "C", "C", "C", "C", "C", "C", "C", "H", "H", "H", "H"],
  "coordinates": [[-0.75984, 0.06628, -1.72316], [-0.05083, -4.83909, -5.06845], [0.42302, -3.75745, -4.21980], [-0.02987, -2.54493, -4.58446], [-0.93968, -2.29447, -5.36091], [0.86396, -1.55619, -4.12029], [0.26227, -0.27751, -4.20473], [-1.09661, -4.87847, -4.95626], [0.35776, -5.73848, -4.65702], [0.14959, -4.56373, -6.11716], [1.17941, -1.84350, -3.20739], [-0.53613, -0.31624, -4.81654], [0.89076, 0.50822, -4.42662], [-1.05390, 3.84041, -4.73286], [-0.59551, 3.15086, -5.27975], [-0.29674, 4.22446, -4.25344], [-0.07293, 2.65577, 7.61737], [0.18142, 1.42024, 7.01593], [1.34106, 1.10371, 7.69830], [-0.76151, 0.50090, 7.41198], [0.21238, 1.40597, 5.51852], [0.19384, 2.54763, 4.72557], [0.14202, 2.48469, 3.31572], [-0.04690, 1.25735, 2.67602], [0.06016, 0.08794, 3.43610], [0.22531, 0.15046, 4.79215], [-0.22229, 1.16413, 1.24297], [-0.32670, 0.80915, 0.08759], [0.02744, 3.47647, 5.27235], [0.16478, 3.39554, 2.65881], [-0.11719, -0.85247, 2.90387], [0.23145, -0.78766, 5.35559]],
  "forces_ev_per_a": [[-0.75, -0.74, -1.37], [0.17, 1.40, -0.02], [-0.26, 0.24, -0.23], [0.68, 0.52, -1.49], [0.77, -0.60, 1.06], [-1.12, -0.68, -0.89], [0.52, 1.16, 1.20], [-1.42, -0.17, 0.02], [0.62, -0.36, -0.24], [0.30, -0.62, 0.45], [0.19, 0.50, 0.47], [-0.15, -0.19, -0.27], [-0.09, -1.18, -0.21], [1.45, -0.89, -0.46], [-0.86, 0.90, 0.58], [-0.58, -0.01, -0.13], [-0.72, -1.38, -1.51], [0.27, 0.44, 2.22], [-0.75, -0.58, -1.41], [0.79, 1.12, 0.07], [0.62, -1.09, -2.25], [-0.58, 0.26, 0.46], [-0.42, 0.58, -0.28], [0.84, 0.89, -0.22], [-0.60, -0.20, -0.45], [-0.36, 0.40, 1.95], [0.11, -0.56, 0.54], [0.45, 1.02, 1.45], [0.54, 0.11, -0.47], [-0.16, -0.87, 1.08], [0.35, 0.21, 0.46], [0.11, 0.37, -0.12]]
}

Number 1: molecular weight 322.7 g/mol. Number 2: molecular weight 568.5 g/mol. Number 3: molecular weight 93.5 g/mol. Number 4: molecular weight 477.8 g/mol.